[1]
The following is a quantum chemistry calculation of C27H33NO3 in the gas phase, from the OMol25 dataset.

Summary:
Total energy, Eh: -1329.09124
Molecular weight, Da: 419.6
SMILES: COc1ccc(CNCC[C@H](c2ccccc2)c2ccc(OC(C)C)cc2)cc1OC
Highest occupied orbital energy, Ha: -0.28572

Cartesian coordinates (Å):
C: 6.526 0.345 -3.527
O: 5.613 -0.724 -3.623
C: 4.839 -1.098 -2.561
C: 4.136 -2.282 -2.764
C: 3.286 -2.800 -1.809
C: 3.113 -2.134 -0.607
C: 3.817 -0.959 -0.389
C: 4.676 -0.423 -1.339
O: 5.363 0.753 -1.142
C: 5.241 1.408 0.094
H: 5.887 2.283 0.023
H: 4.213 1.733 0.280
H: 5.580 0.777 0.923
H: 3.673 -0.445 0.549
C: 2.159 -2.649 0.436
N: 1.013 -3.283 -0.192
H: 0.725 -2.726 -0.989
C: -0.121 -3.519 0.673
C: -0.881 -2.280 1.186
H: -1.715 -2.635 1.795
H: -0.223 -1.691 1.826
C: -1.432 -1.408 0.047
C: -2.570 -0.509 0.478
C: -3.493 -0.088 -0.476
C: -4.522 0.764 -0.147
C: -4.665 1.237 1.159
C: -3.746 0.826 2.116
C: -2.715 -0.034 1.771
H: -2.023 -0.333 2.544
H: -3.814 1.161 3.140
O: -5.729 2.058 1.367
C: -5.940 2.658 2.638
C: -4.990 3.837 2.851
H: -3.953 3.518 2.776
H: -5.154 4.275 3.832
H: -5.171 4.593 2.090
C: -7.395 3.115 2.655
H: -7.562 3.834 1.858
H: -8.054 2.266 2.498
H: -7.630 3.577 3.610
H: -5.793 1.909 3.430
H: -5.239 1.084 -0.887
H: -3.400 -0.438 -1.495
C: -0.362 -0.529 -0.569
C: 0.010 -0.678 -1.900
C: 0.997 0.117 -2.455
C: 1.614 1.092 -1.691
C: 1.232 1.266 -0.372
C: 0.257 0.460 0.185
H: -0.039 0.613 1.213
H: 1.692 2.039 0.229
H: 2.383 1.714 -2.124
H: 1.286 -0.026 -3.485
H: -0.478 -1.425 -2.513
H: -1.816 -2.078 -0.732
H: 0.233 -4.096 1.535
H: -0.819 -4.150 0.113
H: 1.880 -1.811 1.095
H: 2.654 -3.407 1.058
H: 2.753 -3.719 -1.991
H: 4.280 -2.783 -3.708
H: 6.019 1.302 -3.388
H: 7.241 0.194 -2.716
H: 7.056 0.350 -4.480

[2]
The following is a quantum chemistry calculation of C27H33O2Sn as an isolated structure in a non-equilibrium geometry, from the OMol25 dataset.

Summary:
Total energy, Eh: -1413.18939
Molecular weight, Da: 508.3
Highest occupied orbital energy, Ha: -0.09192
Total charge: -1

Cartesian coordinates (Å):
O: 1.587 -0.310 -4.427
C: 2.136 0.778 -5.322
C: 1.870 -0.047 -6.575
H: 3.197 0.901 -5.067
H: 1.539 1.697 -5.206
C: 1.387 -1.179 -5.650
H: 2.764 -0.249 -7.167
H: 1.069 0.338 -7.217
C: 2.306 -2.391 -5.638
H: 3.355 -2.104 -5.464
H: 2.254 -2.904 -6.614
H: 1.980 -3.103 -4.868
C: -0.080 -1.534 -5.843
H: -0.698 -0.620 -5.859
H: -0.408 -2.238 -5.061
H: -0.191 -2.026 -6.822
Sn: 0.959 -0.460 -2.396
C: -2.438 -0.739 0.233
C: -1.831 0.542 0.427
C: -1.456 1.049 -0.838
H: -1.676 1.055 1.367
C: -1.846 0.094 -1.829
C: -2.445 -1.012 -1.151
H: -2.830 -1.902 -1.641
H: -2.805 -1.391 1.018
H: -0.856 1.938 -1.021
H: -1.736 0.188 -2.908
C: 1.824 -1.994 0.786
C: 0.687 -2.647 0.226
C: 0.991 -2.978 -1.110
H: -0.232 -2.899 0.743
C: 2.303 -2.426 -1.430
C: 2.789 -1.825 -0.216
H: 3.729 -1.290 -0.097
H: 1.952 -1.691 1.819
H: 0.404 -3.605 -1.766
H: 2.906 -2.650 -2.313
O: -1.061 3.589 -5.528
C: -2.059 2.586 -5.205
C: -2.802 2.925 -3.892
H: -1.480 1.656 -5.077
H: -2.707 2.451 -6.089
C: -2.024 4.111 -3.312
H: -2.762 2.060 -3.228
H: -3.856 3.131 -4.043
C: -0.920 4.441 -4.368
H: -1.582 3.840 -2.354
H: -2.648 4.986 -3.101
H: 0.097 4.229 -3.972
H: -0.949 5.503 -4.686
C: 1.772 1.022 -1.072
C: 1.711 1.256 0.146
C: 1.658 1.474 1.548
C: 0.668 2.289 2.135
C: 0.707 2.526 3.511
C: 1.740 1.978 4.288
C: 2.648 1.070 3.721
C: 2.632 0.842 2.344
H: -0.107 2.715 1.492
H: -0.057 3.142 3.990
H: 1.827 2.244 5.345
H: 3.379 0.556 4.347
H: 3.350 0.183 1.848